137
Properties=species:S:1:pos:R:3:forces:R:3 method="wB97M-V/def2-TZVPD" e_above_lowest_kcal_mol=25.8 orbital_gap_ha=0.12665 energy_ha=-2885.1855 charge=+1
N -1.396 -0.966 -0.976 -0.432 -1.395 -0.287
H 0.261 -3.858 0.851 0.009 0.207 0.182
C 2.833 -1.898 -2.287 0.052 0.443 -0.366
N -1.538 -2.305 -1.306 1.709 -0.774 0.425
C -3.405 0.059 0.077 0.380 -0.085 -0.066
C 1.280 1.824 3.926 -0.095 -0.018 0.155
C -3.928 -0.004 -4.539 -0.252 -0.016 0.212
C 4.877 -2.116 -0.965 0.046 -0.087 0.002
C 2.800 1.093 0.456 -0.906 0.356 -0.456
H 0.983 0.309 6.993 -0.142 0.157 -0.371
H -4.313 -0.992 3.279 0.017 -0.006 -0.239
H 2.971 -1.539 -5.804 -0.081 -0.002 0.286
C 1.857 5.375 1.604 -0.027 0.053 -0.035
C -1.286 -5.032 -1.656 0.513 0.219 0.035
H 1.781 3.246 1.584 -0.072 0.276 0.042
H -5.408 -0.612 1.931 0.152 0.085 0.146
N 5.374 0.869 -2.018 2.670 -0.120 -1.418
H 0.379 9.280 1.709 0.294 -0.199 0.116
H -1.376 0.769 -5.381 -0.084 0.139 0.179
C 1.634 1.191 5.127 -0.195 -0.094 0.131
H -3.375 -2.797 2.168 -0.073 0.166 -0.273
C -4.552 3.261 2.953 -0.112 0.104 0.392
H 1.905 9.650 2.563 -0.157 -0.066 0.002
H 2.650 0.853 1.511 0.043 -0.064 -0.371
H -4.972 1.337 0.865 0.368 -0.100 -0.182
C -0.698 0.959 5.783 -0.096 0.171 -0.555
C 0.656 -3.090 1.524 -0.534 0.044 0.134
C -0.106 -4.251 -1.531 -0.055 -1.394 -0.276
H -2.261 2.054 -4.530 0.156 0.000 -0.039
C 2.733 -2.433 0.118 0.082 -0.021 0.358
C -2.180 2.828 2.970 -0.875 -0.842 0.533
C 3.138 1.821 -2.244 0.784 -0.234 0.559
H -1.133 -0.698 1.429 -0.156 -0.151 0.305
C 1.125 8.903 2.424 0.165 -0.005 -0.216
H -5.659 2.714 4.727 0.359 -0.143 -0.188
H 4.965 1.324 0.602 -0.268 -0.425 -0.152
C -2.933 0.494 -2.290 0.493 0.189 -0.278
H 5.962 -2.081 -0.909 -0.194 -0.037 -0.089
C 0.024 -7.063 -1.815 0.059 0.234 0.105
C 1.214 4.163 1.741 0.513 0.186 0.022
C 2.165 -3.009 1.455 0.027 0.296 -0.167
H -4.341 0.643 2.636 -0.122 -0.278 -0.086
C -1.222 -6.418 -1.791 0.402 0.216 -0.022
C -3.589 2.057 4.832 0.727 -0.058 -0.138
C -0.069 2.045 3.644 -0.328 -1.070 0.803
H 0.843 -0.289 -2.979 -0.016 0.089 -0.462
H 0.218 -2.118 1.283 -0.065 -0.262 0.192
H 2.026 0.406 -4.099 -0.139 -0.273 0.091
H 2.183 -6.806 -1.701 -0.449 0.173 -0.044
H -0.823 7.449 2.085 0.056 -0.530 -0.168
H 2.373 -1.060 2.390 -0.004 -0.245 0.141
H 2.133 -2.401 3.543 0.125 0.050 -0.201
C -3.305 -0.795 1.373 -0.057 0.202 0.032
H 4.661 -2.646 1.079 -0.242 0.094 -0.336
H -1.892 -0.931 3.026 -0.032 0.085 -0.179
C 1.866 1.678 -1.721 -0.094 0.032 0.888
H 4.004 -0.721 -4.620 -0.072 -0.252 -0.033
H 0.353 -3.363 2.547 0.061 0.073 -0.296
H 1.151 -2.867 -5.229 0.096 0.008 0.330
C 2.071 -2.033 -1.079 0.712 0.189 0.212
C -0.895 5.292 2.038 -0.152 0.345 0.101
H -1.947 0.642 2.175 -0.032 -0.276 0.093
C -1.992 -0.441 2.046 0.551 0.150 0.015
H 0.986 1.974 -2.298 0.315 -0.355 0.140
C -0.083 -0.652 -0.718 0.385 1.005 -0.075
H -2.148 -6.990 -1.879 0.316 0.135 0.009
H -4.443 0.959 -4.551 -0.024 -0.153 -0.066
C -0.262 6.520 1.956 0.112 -0.107 0.004
H 2.049 2.163 3.236 -0.074 -0.152 0.319
O 6.285 0.462 -1.265 -1.511 0.730 -1.424
H 2.690 1.037 5.355 -0.335 0.036 -0.093
H -2.241 -4.503 -1.643 0.259 -0.317 0.022
H 3.800 -4.469 1.726 -0.199 0.009 0.001
H -4.307 -2.597 0.658 0.143 0.009 0.085
C 1.404 -0.477 -3.900 -0.188 0.404 0.070
H 3.349 2.153 -3.259 -0.210 -0.320 0.167
H -3.671 1.576 5.806 -0.111 0.099 -0.242
C -1.952 -1.296 -3.905 0.461 -0.343 -0.093
H 2.307 -4.865 2.594 0.027 0.164 -0.169
C -3.384 -2.312 1.178 0.047 -0.188 -0.160
H -2.531 -2.112 -3.455 0.085 0.252 -0.157
C 2.260 -1.734 -3.754 0.252 0.185 0.142
C -4.309 2.031 -1.026 0.018 -0.045 -0.198
C 1.140 6.581 1.800 0.067 0.679 0.551
C -2.577 -0.138 -1.065 -0.411 0.427 0.072
O 5.402 0.748 -3.270 -0.021 0.258 2.509
N 0.635 -1.800 -1.097 -0.552 -1.126 -0.290
C 1.204 -6.315 -1.695 -0.406 0.096 0.009
C -0.749 2.874 2.648 -0.122 2.408 0.988
C 0.368 0.520 -0.121 -0.558 -0.694 -0.121
H 2.000 -3.871 -4.023 -0.142 0.072 -0.079
H -3.182 3.825 1.351 -0.276 -0.173 0.221
C 3.390 -1.614 -4.792 0.202 -0.066 0.057
C -3.678 1.677 -2.207 -0.351 0.023 0.284
C -2.613 0.062 -3.751 0.243 0.088 0.269
C 1.144 -4.925 -1.558 -0.478 0.444 -0.079
H -4.868 2.966 -0.956 0.007 -0.325 -0.070
H -1.473 0.644 6.480 0.278 0.113 -0.074
C -4.688 2.678 4.227 0.102 0.332 -0.721
C -4.285 1.144 0.042 -0.201 0.097 0.159
H -0.836 1.309 -3.772 -0.091 -0.007 -0.165
H 0.079 -8.149 -1.921 -0.040 0.362 0.035
C -3.303 3.355 2.328 0.360 -0.106 0.024
H 0.509 -3.019 -3.581 0.131 -0.075 -0.256
C 4.222 1.453 -1.422 -1.320 0.048 0.465
C 2.707 -4.438 1.664 0.114 -0.098 -0.125
H -3.812 2.311 -3.092 0.059 -0.390 0.395
H 2.398 -5.088 0.836 0.053 0.102 0.196
O 1.836 7.745 1.910 -1.036 -1.160 -0.039
C -2.358 2.084 4.181 -0.947 0.920 -0.551
H 4.028 -2.506 -4.771 -0.050 0.174 -0.142
H 2.927 5.444 1.411 -0.266 -0.133 -0.020
C 4.076 1.326 -0.026 -0.038 -0.211 -0.628
H 4.864 -1.855 -3.056 -0.314 0.134 0.225
C -4.413 -0.412 2.352 -0.280 0.138 0.130
H -2.535 -2.703 0.615 -0.218 0.038 0.068
C 4.135 -2.397 0.157 -0.107 -0.121 -0.239
C 1.675 1.096 -0.430 1.398 0.601 -0.321
C -0.166 4.065 2.070 -0.143 -0.522 -0.395
H -5.430 3.683 2.457 0.303 -0.135 0.195
H -1.973 5.313 2.174 0.362 -0.109 0.193
C 4.230 -1.935 -2.177 -0.084 -0.292 -0.086
H 0.639 8.682 3.384 0.211 -0.068 -0.247
H -0.354 1.081 0.464 -0.080 0.049 -0.325
H -3.723 -0.295 -5.574 -0.012 0.020 0.152
H 0.697 -0.569 -4.739 0.281 -0.068 0.263
H -0.951 -1.298 -3.465 -0.344 -0.105 -0.100
H 3.715 -2.164 2.773 -0.263 0.054 -0.009
C 1.429 -2.947 -4.166 -0.156 -0.301 0.149
C -1.055 1.583 4.594 1.258 0.212 0.038
H -4.593 -0.750 -4.087 0.015 0.114 -0.157
C -1.717 1.116 -4.396 0.282 0.158 -0.078
H -1.816 -1.509 -4.979 -0.140 0.077 0.322
C 2.632 -2.106 2.608 0.055 0.182 0.210
C 0.663 0.772 6.055 0.409 0.102 -0.525
C -0.320 -2.808 -1.348 -1.162 1.581 0.133
H 2.069 -4.349 -1.501 -0.361 -0.375 0.017